a | 18
Properties=species:S:1:pos:R:3 method="wB97M-V/def2-TZVPD" lumo_ev=0.44 e_homo_ev=-8.779 multiplicity=1 gap_ha=0.3387
C 0.664 0.987 -0.694
C -0.642 0.634 -1.472
C -1.170 -0.562 -1.256
C -0.467 -1.362 -0.194
C 0.576 -0.269 0.148
C 1.443 -0.271 1.254
H 1.105 2.616 -0.746
H 1.197 2.254 1.000
H 1.507 0.795 -1.170
H -1.211 1.404 -1.972
H -2.133 -0.676 -1.755
H -0.279 -2.376 -0.436
H -2.459 -1.440 0.660
H -0.674 -2.320 1.640
H 1.807 0.636 1.998
H 1.479 -1.230 1.715
N 0.547 2.325 0.150
N -1.290 -1.144 1.131

b | 18
Properties=species:S:1:pos:R:3 method="wB97M-V/def2-TZVPD" lumo_ev=0.74 e_homo_ev=-7.951 multiplicity=1 gap_ha=0.3194
C 1.820 -0.647 1.010
C -1.286 -0.457 -0.413
C -0.396 1.174 -0.035
N -0.850 -1.446 -1.197
C 0.944 1.094 -0.585
C 1.918 0.293 -0.149
C -1.213 1.907 0.618
N -2.473 -0.313 0.079
H 0.105 -1.403 -1.517
H -1.366 -2.304 -1.349
H -3.152 -1.064 0.016
H 1.135 1.758 -1.423
H 2.879 0.333 -0.652
H -2.408 0.864 0.604
H -1.080 2.884 1.045
H 0.831 -0.620 1.465
H 2.040 -1.674 0.705
H 2.550 -0.380 1.778

c | 18
Properties=species:S:1:pos:R:3 method="wB97M-V/def2-TZVPD" lumo_ev=0.73 e_homo_ev=-7.947 multiplicity=1 gap_ha=0.3187
C 0.772 0.698 2.253
C 1.473 0.985 1.327
C -1.853 -0.658 -0.346
C -1.212 -1.926 -0.707
C 1.320 0.150 -1.101
C 1.912 1.180 -0.062
N -2.296 0.083 0.467
N -2.996 0.997 0.866
H 0.543 0.459 3.253
H -0.641 -2.262 0.132
H -2.087 -2.629 -0.882
H -0.666 -1.976 -1.585
H 2.014 -0.043 -1.831
H 0.514 0.703 -1.709
H 0.872 -0.804 -0.819
H 1.658 2.157 -0.364
H 2.940 1.149 -0.141
H -2.266 1.738 1.247

Stability, lowest: a

a | 18
Properties=species:S:1:pos:R:3 method="wB97M-V/def2-TZVPD" lumo_ev=0.20 e_homo_ev=-6.487 multiplicity=1 gap_ha=0.2458
C 0.070 -0.304 -0.121
C -0.881 2.185 0.331
C -0.090 -2.217 1.620
C -0.638 -1.010 1.086
C -0.352 -0.553 -1.436
C 0.015 1.030 -1.831
H 2.229 -0.931 -0.278
H 2.156 0.190 1.093
H -0.891 3.034 -0.427
H -1.095 2.087 1.522
H -0.459 -3.177 2.500
H 0.991 -2.657 1.047
H -1.672 -0.658 1.291
H -1.244 -0.893 -1.861
H 1.186 1.106 -1.973
H -0.657 1.782 -2.349
N 1.547 -0.170 0.086
N -0.217 1.158 -0.302

b | 18
Properties=species:S:1:pos:R:3 method="wB97M-V/def2-TZVPD" lumo_ev=-0.72 e_homo_ev=-8.989 multiplicity=1 gap_ha=0.3040
C 0.115 -1.207 -1.426
C -1.371 0.257 -0.126
C -0.506 0.930 0.976
C 1.878 0.225 0.515
C 0.577 -0.507 -0.253
C -0.575 -0.527 0.701
H -0.028 -2.282 -1.162
H 0.476 -1.073 -2.411
H -2.025 -0.946 -1.582
H -2.436 0.035 0.177
H -1.077 1.477 1.624
H 0.895 0.346 2.597
H 2.460 -0.385 1.468
H 2.414 0.711 -0.410
H 0.631 0.586 -0.635
H -0.756 -1.443 1.055
N -1.113 -0.244 -1.586
N 0.932 1.380 1.152

Stability, lowest: b

a | 18
Properties=species:S:1:pos:R:3 method="wB97M-V/def2-TZVPD" lumo_ev=1.09 e_homo_ev=-8.582 multiplicity=1 gap_ha=0.3554
C -0.212 -0.596 -1.141
C 0.667 -0.972 0.097
C -0.707 -1.209 0.833
C -1.130 0.043 -0.141
C 0.122 1.160 1.498
C 1.087 0.505 0.491
H 1.071 0.030 -2.731
H 0.547 1.319 -1.557
H -0.735 -1.282 -1.907
H 1.564 -1.699 -0.136
H -1.323 -2.126 0.580
H -0.761 -0.991 1.968
H -2.176 0.130 -0.364
H -0.360 0.822 2.589
H 0.310 2.257 1.629
H 1.974 1.091 0.298
N 0.357 0.393 -2.109
N -0.294 1.126 0.103

b | 18
Properties=species:S:1:pos:R:3 method="wB97M-V/def2-TZVPD" lumo_ev=0.96 e_homo_ev=-7.846 multiplicity=1 gap_ha=0.3235
C 2.935 -0.474 0.336
C 1.544 -0.187 0.055
C 0.425 -0.874 -0.250
C -0.681 0.013 -0.482
C -2.148 -0.383 -0.355
C -0.112 1.260 -0.310
H 3.230 -0.406 1.353
H 3.257 -1.570 0.052
H 3.717 0.137 -0.233
H 0.506 -1.967 -0.448
H -2.421 -1.471 -0.446
H -2.615 -0.054 -1.412
H -3.884 -0.377 0.532
H -3.142 0.958 0.957
H -0.481 2.305 -0.469
H 1.693 1.989 0.225
N -2.961 -0.067 0.816
N 1.138 1.169 0.078

Stability, lowest: a

a | 18
Properties=species:S:1:pos:R:3 method="wB97M-V/def2-TZVPD" lumo_ev=1.03 e_homo_ev=-9.022 multiplicity=1 gap_ha=0.3696
C -1.010 -0.752 0.018
C 0.087 -0.289 1.002
C -0.006 1.258 0.682
C -0.155 1.364 -0.615
C -0.056 -0.149 -0.973
C 1.086 -0.779 -0.094
H -2.474 0.495 0.633
H -2.647 -0.162 -0.902
H -1.056 -1.842 -0.070
H 0.063 -0.532 2.074
H 0.284 1.968 1.441
H -0.256 2.189 -1.337
H -0.112 -0.526 -2.011
H 1.042 -1.868 -0.246
H 2.989 -0.632 0.626
H 2.349 0.836 -0.079
N -2.378 -0.354 0.105
N 2.399 -0.194 -0.141

b | 18
Properties=species:S:1:pos:R:3 method="wB97M-V/def2-TZVPD" lumo_ev=0.84 e_homo_ev=-8.724 multiplicity=1 gap_ha=0.3515
C -0.775 0.034 -0.691
C -0.649 -1.079 0.263
C 0.215 -0.357 1.261
C 0.603 0.482 -0.184
C 1.351 -0.765 -0.866
C 0.646 -1.695 -0.291
H -2.536 1.332 -0.945
H -1.857 1.081 0.601
H -0.760 0.071 -1.746
H -1.644 -1.778 0.504
H 1.017 -0.673 1.842
H -0.300 0.393 1.967
H 2.038 1.469 0.769
H 0.678 2.572 0.080
H 2.195 -0.619 -1.468
H 0.546 -2.741 -0.581
N -2.119 0.525 -0.350
N 1.351 1.749 -0.164

c | 18
Properties=species:S:1:pos:R:3 method="wB97M-V/def2-TZVPD" lumo_ev=0.92 e_homo_ev=-8.656 multiplicity=1 gap_ha=0.3520
C -1.928 0.422 -0.197
C -0.462 0.399 0.098
C 0.229 -0.679 0.455
C 1.710 -0.390 0.542
C 1.716 1.170 0.167
C 0.499 1.526 -0.172
H -2.725 -1.090 1.005
H -3.533 -0.879 -0.341
H -2.508 1.141 0.423
H -2.078 0.745 -1.198
H -0.189 -1.658 0.523
H 2.109 -0.450 1.545
H 2.804 -0.621 -1.158
H 1.710 -1.686 -1.032
H 2.663 1.706 0.326
H 0.085 2.457 -0.454
N -2.577 -0.840 -0.032
N 2.475 -1.273 -0.501

d | 18
Properties=species:S:1:pos:R:3 method="wB97M-V/def2-TZVPD" lumo_ev=0.85 e_homo_ev=-10.134 multiplicity=1 gap_ha=0.4037
C -1.209 -0.211 -1.746
C -0.158 -0.518 -0.632
C 1.238 -0.116 -1.381
C 1.981 -0.223 -0.134
C 1.189 0.542 1.018
C -1.278 0.157 1.290
H -0.967 -1.047 -2.528
H -1.264 0.841 -2.053
H -2.321 -0.601 -1.343
H -0.396 -1.499 -0.342
H 1.369 -0.891 -2.246
H 0.987 0.805 -1.823
H 2.308 -1.293 0.118
H 3.083 0.180 -0.274
H 1.401 -0.039 1.935
H 1.694 1.567 1.125
N -0.156 0.661 0.490
N -2.197 -0.063 1.930

Stability, lowest: b

a | 16
Properties=species:S:1:pos:R:3 method="wB97M-V/def2-TZVPD" lumo_ev=1.05 e_homo_ev=-8.803 multiplicity=1 gap_ha=0.3619
C -0.271 -1.689 -0.011
N 2.504 0.536 0.218
N 1.458 -0.182 -0.393
N 0.449 -0.523 0.467
H 2.835 -0.018 1.003
H 2.157 1.424 0.583
H 0.413 -2.537 0.033
H -0.629 -1.579 -1.041
H -1.110 -1.873 0.658
C -1.682 1.004 -0.383
N -0.493 0.811 0.426
H -0.701 1.012 1.403
H 1.051 0.416 -1.142
H -2.549 0.429 -0.028
H -1.472 0.708 -1.413
H -1.959 2.062 -0.380

b | 16
Properties=species:S:1:pos:R:3 method="wB97M-V/def2-TZVPD" lumo_ev=0.91 e_homo_ev=-8.301 multiplicity=1 gap_ha=0.3385
C 1.658 -0.420 1.104
N 1.258 -0.224 -0.278
N 0.622 -1.396 -0.775
H 2.077 0.039 -0.836
H 1.282 -2.151 -0.971
H 0.129 -1.160 -1.631
H 0.767 -0.659 1.681
H 2.088 0.509 1.472
H 2.387 -1.232 1.231
N -0.993 1.843 -0.075
C -2.553 0.207 -0.064
N -2.258 1.425 -0.232
H -0.808 2.709 -0.556
H -0.244 1.147 -0.089
H -3.592 -0.064 -0.127
H -1.822 -0.574 0.146

Stability, lowest: a